[1]
A molecular structure, C23H27F7N4NiOSb, computed with ωB97M-V/def2-TZVPD.

```
64
Properties=species:S:1:pos:R:3:lowdin_charge:R:1
Ni 0.194 0.023 -0.241 0.46
C -0.913 -3.284 -1.464 -0.06
C -0.001 -4.164 -0.606 -0.36
C -0.699 -4.560 0.698 -0.06
C 1.402 -3.596 -0.429 -0.13
C 2.452 -4.334 -0.968 -0.04
C 3.766 -3.905 -0.886 -0.09
C 4.044 -2.703 -0.266 -0.05
C 3.028 -1.929 0.287 -0.14
C 3.385 -0.613 0.955 -0.37
C 3.947 -0.834 2.362 -0.06
C 4.366 0.211 0.116 -0.08
C 1.697 -2.382 0.223 -0.19
N 0.660 -1.605 0.810 0.00
C 0.362 -1.870 2.107 -0.26
C 1.038 -2.792 2.935 -0.06
C 0.674 -3.001 4.258 -0.13
C -0.382 -2.312 4.836 -0.14
C -1.083 -1.402 4.044 -0.04
C -0.715 -1.210 2.738 -0.23
F -1.442 -0.338 1.989 0.03
H -1.862 -3.800 -1.636 0.08
H -0.461 -3.057 -2.429 0.07
H -1.133 -2.349 -0.948 0.05
H 0.150 -5.091 -1.170 0.12
H -1.064 -3.688 1.239 0.07
H -0.031 -5.109 1.365 0.08
H -1.558 -5.197 0.469 0.07
H 2.224 -5.258 -1.487 0.10
H 4.561 -4.494 -1.328 0.09
H 5.068 -2.348 -0.220 0.10
H 2.465 -0.038 1.062 0.10
H 4.848 -1.454 2.320 0.08
H 3.219 -1.331 3.003 0.06
H 4.214 0.121 2.823 0.08
H 5.385 -0.179 0.196 0.07
H 4.385 1.246 0.466 0.08
H 4.089 0.206 -0.938 0.08
H 1.862 -3.354 2.513 0.11
H 1.235 -3.721 4.844 0.09
H -0.661 -2.470 5.869 0.08
H -1.923 -0.834 4.426 0.11
C 1.717 1.829 -2.415 -0.07
O 0.310 1.640 -2.555 -0.11
C -0.207 0.555 -1.938 -0.54
C -1.661 0.395 -2.322 0.00
H 2.259 1.105 -3.024 0.08
H 2.013 1.738 -1.369 0.06
H 1.925 2.835 -2.769 0.09
H -2.066 1.375 -2.570 0.09
H -2.247 -0.036 -1.508 0.07
H -1.732 -0.256 -3.197 0.08
F 0.506 -0.611 -2.382 -0.06
Sb 0.822 -0.946 -5.649 1.48
F 0.292 -2.718 -4.958 -0.49
F 2.689 -1.235 -5.086 -0.49
F 1.205 -1.770 -7.313 -0.43
F 1.332 0.794 -6.446 -0.50
F -1.045 -0.624 -6.245 -0.50
N -2.070 4.209 3.354 0.05
C -1.357 3.972 2.470 -0.44
N -0.523 3.842 1.452 0.05
C -0.201 2.683 0.993 -0.29
N 0.227 1.711 0.512 0.13
```

Output
**Gap between HOMO and LUMO (spin up / spin down)**: 0.2599 / 0.2405 Ha
**E_HOMO (spin up / spin down)**: -2.6 / -2.6 eV
**Calculated total energy**: -3634.67320 Ha
**ΔE to the lowest compared entry with this formula, charge and spin**: 46.6 kJ/mol
**Total charge**: -2
**Expectation value of S²**: 0.76
**Strongest force on any atom**: 0.53 eV Å⁻¹
**Spin multiplicity**: 2

***

[2]
3 unconnected molecules or ions with the total composition C14H16Cl3F3N2P, computed with ωB97M-V/def2-TZVPD.

```
39
Properties=species:S:1:pos:R:3:lowdin_charge:R:1
C -3.440 -6.745 1.180 -0.17
C -3.417 -5.801 0.010 -0.82
Cl -4.712 -6.046 -1.133 0.62
C -2.527 -4.843 -0.203 -0.82
Cl -1.249 -4.724 0.987 0.63
P -2.475 -3.626 -1.675 0.27
Cl -2.376 -2.273 -3.494 -0.04
C -2.604 -2.073 -0.427 -0.72
F -3.521 -2.311 0.556 0.03
F -3.016 -0.903 -0.991 0.00
F -1.435 -1.757 0.200 0.00
H -4.171 -7.537 1.033 0.05
H -3.686 -6.189 2.091 0.08
H -2.450 -7.182 1.332 0.06
H -3.898 -3.541 -1.745 -0.04
H -2.431 -4.730 -2.595 -0.05
H -1.047 -3.540 -1.608 -0.04
N 2.890 -0.555 -1.763 0.05
C 1.591 -0.778 -1.560 -0.13
C 0.735 0.148 -0.979 -0.05
C 1.259 1.369 -0.590 -0.08
C 2.609 1.619 -0.791 -0.09
C 3.374 0.626 -1.382 -0.17
H 1.214 -1.743 -1.877 0.10
H -0.309 -0.082 -0.845 0.08
H 0.619 2.115 -0.134 0.09
H 3.063 2.559 -0.502 0.08
H 4.434 0.782 -1.561 0.09
N 3.376 5.046 1.001 0.06
C 2.079 4.834 1.216 -0.14
C 1.235 5.768 1.798 -0.07
C 1.766 6.988 2.182 -0.09
C 3.115 7.223 1.967 -0.08
C 3.872 6.223 1.374 -0.16
H 1.702 3.867 0.904 0.08
H 0.188 5.540 1.945 0.10
H 1.141 7.743 2.641 0.10
H 3.573 8.160 2.251 0.10
H 4.930 6.370 1.186 0.10
```

Output
**Gap between HOMO and LUMO**: 0.2703 Ha
**E_HOMO**: -5.1 eV
**Calculated total energy**: -2674.12466 Ha
**Total charge**: -1
**Strongest force on any atom**: 0.58 eV Å⁻¹

***

[3]
2 unconnected molecules or ions with the total composition C4H12NO2 in a non-equilibrium geometry, computed with ωB97M-V/def2-TZVPD.

```
19
Properties=species:S:1:pos:R:3:lowdin_charge:R:1
C 0.197 -0.774 -1.467 -0.44
O -1.153 -0.613 -1.247 -0.33
C 0.995 0.498 -1.133 -0.23
C 1.561 0.550 0.279 -0.23
C 0.430 0.389 1.284 -0.32
N -0.465 1.548 1.290 -0.01
H 0.576 -1.615 -0.841 0.10
H 0.414 -1.052 -2.521 0.08
H 1.767 0.612 -1.902 0.08
H 0.332 1.344 -1.310 0.09
H 2.251 -0.284 0.433 0.10
H 2.061 1.514 0.400 0.09
H 0.834 0.265 2.273 0.09
H -0.126 -0.507 1.030 0.08
H -1.007 1.450 0.427 0.05
H -1.167 1.390 2.002 0.05
H -3.133 -2.069 0.437 -0.02
H -1.921 -1.183 -0.151 -0.04
O -2.447 -1.462 0.718 -0.20
```

Output
**Gap between HOMO and LUMO**: 0.2822 Ha
**E_HOMO**: -3.4 eV
**Calculated total energy**: -364.85057 Ha
**ΔE to the lowest compared entry with this formula, charge and spin**: 13.0 kJ/mol
**Total charge**: -1
**Strongest force on any atom**: 1.03 eV Å⁻¹

***

[4]
8 unconnected molecules or ions with the total composition C15H30F12N3O15S4 in a non-equilibrium geometry, computed with ωB97M-V/def2-TZVPD.

```
79
Properties=species:S:1:pos:R:3:lowdin_charge:R:1
C 13.699 10.900 8.626 -0.01
N 12.822 9.762 8.389 -0.36
C 11.798 9.783 9.455 -0.01
C 12.091 9.889 7.107 0.03
C 13.654 8.486 8.502 -0.07
C 12.923 7.188 8.254 -0.27
O 12.921 6.835 6.919 -0.06
H 12.998 11.752 8.729 0.09
H 14.320 11.165 7.789 0.11
H 14.175 10.738 9.576 0.10
H 12.236 9.706 10.471 0.10
H 11.220 8.840 9.370 0.11
H 11.152 10.680 9.415 0.12
H 11.556 8.954 6.925 0.08
H 12.731 10.181 6.305 0.11
H 11.230 10.598 7.192 0.13
H 14.134 8.456 9.474 0.14
H 14.416 8.595 7.774 0.13
H 11.946 7.364 8.618 0.09
H 13.379 6.375 8.827 0.13
H 12.141 6.284 6.727 0.04
C 3.993 5.091 4.947 0.12
C 3.268 4.513 3.823 0.09
O 2.840 4.162 2.827 0.39
N 6.468 3.713 13.402 -0.09
H 7.401 3.620 12.920 0.07
H 5.925 2.872 13.231 0.04
C 5.878 5.031 13.055 -0.18
H 3.810 6.151 4.967 0.14
H 4.990 4.848 4.766 0.12
H 3.648 4.586 5.836 0.14
H 5.581 5.091 11.989 0.07
H 6.598 5.780 13.289 0.06
H 5.032 5.153 13.619 0.03
C 9.274 14.350 11.927 0.04
C 10.306 14.129 10.845 -0.34
O 10.191 13.387 9.921 0.14
N 11.423 15.214 10.701 0.07
H 12.141 14.828 11.302 0.11
H 11.875 15.188 9.810 0.07
C 11.144 16.615 11.048 0.00
H 9.725 14.662 12.811 0.07
H 8.579 13.530 11.924 0.10
H 8.653 15.118 11.554 0.08
H 10.232 16.904 10.581 0.08
H 12.040 17.226 10.838 0.12
H 10.980 16.633 12.159 0.10
C 9.445 5.415 4.792 -0.70
F 8.433 5.899 4.105 0.13
F 9.358 4.069 4.721 0.09
F 10.654 5.748 4.314 0.12
S 9.426 5.895 6.546 0.46
O 8.148 5.368 6.974 -0.34
O 10.602 5.221 7.117 -0.32
O 9.620 7.315 6.476 -0.31
C 13.610 11.867 14.292 -0.62
F 14.457 10.820 14.113 0.09
F 12.977 11.599 15.434 0.11
F 14.414 12.959 14.530 0.08
S 12.440 12.154 12.912 0.54
O 13.135 11.349 11.850 -0.36
O 11.201 11.576 13.427 -0.31
O 12.429 13.587 12.698 -0.31
C 7.467 18.946 14.285 -0.68
F 6.974 18.588 15.498 0.10
F 6.359 19.253 13.526 0.06
F 8.150 20.056 14.387 0.15
S 8.294 17.585 13.486 0.40
O 9.355 17.269 14.382 -0.31
O 7.210 16.648 13.328 -0.32
O 8.802 18.112 12.234 -0.33
C 14.836 15.319 7.411 -0.56
F 14.794 16.576 6.930 0.08
F 15.589 14.678 6.491 0.10
F 15.427 15.351 8.674 0.06
S 12.984 14.869 7.715 0.46
O 12.616 16.208 8.062 -0.30
O 12.426 14.357 6.496 -0.31
O 12.947 13.849 8.748 -0.34
```

Output
**Gap between HOMO and LUMO**: 0.0934 Ha
**E_HOMO**: -6.1 eV
**Calculated total energy**: -4673.49436 Ha
**ΔE to the lowest compared entry with this formula, charge and spin**: 248.7 kJ/mol
**Total charge**: -1
**Strongest force on any atom**: 3.58 eV Å⁻¹

***

[5]
A molecular structure, C26H19BrInN5O4S2, computed with ωB97M-V/def2-TZVPD.

```
58
Properties=species:S:1:pos:R:3:lowdin_charge:R:1
In 0.792 0.777 0.280 0.86
Br 3.360 0.203 -2.156 0.87
C 4.037 0.525 -0.418 -0.70
C 5.393 0.569 -0.155 -0.08
C 5.781 0.844 1.149 -0.03
C 4.821 1.051 2.125 0.02
C 3.486 0.966 1.768 -0.16
N 3.117 0.711 0.513 0.01
C 2.368 1.162 2.800 -0.58
O 2.711 1.471 3.928 0.07
O 1.174 0.974 2.374 -0.07
H 6.105 0.396 -0.947 0.11
H 6.834 0.902 1.392 0.11
H 5.066 1.273 3.153 0.12
C -3.655 0.694 1.398 -0.06
C -4.077 1.904 0.863 -0.05
C -3.144 2.771 0.325 0.01
C -1.791 2.426 0.337 -0.20
N -1.416 1.236 0.823 0.05
C -2.308 0.396 1.339 -0.11
C -0.721 3.328 -0.160 -0.18
C -0.976 4.685 -0.375 -0.03
C 0.032 5.529 -0.811 -0.08
C 1.310 5.035 -1.022 -0.08
C 1.576 3.691 -0.787 -0.11
C 0.572 2.834 -0.365 -0.14
H -4.356 -0.003 1.835 0.11
H -5.127 2.166 0.866 0.11
H -3.467 3.703 -0.112 0.11
H -1.914 -0.544 1.709 0.13
H -1.955 5.101 -0.175 0.10
H -0.182 6.578 -0.967 0.10
H 2.101 5.697 -1.354 0.10
H 2.584 3.319 -0.936 0.09
N -5.056 -4.607 -1.227 0.11
C -3.951 -3.807 -1.406 -0.31
C -4.018 -2.430 -1.155 -0.02
C -2.900 -1.638 -1.308 -0.06
C -1.703 -2.204 -1.722 -0.29
C -1.643 -3.550 -2.058 -0.09
C -2.760 -4.347 -1.907 -0.02
S -0.229 -1.237 -1.726 0.56
O 0.701 -1.828 -2.643 -0.32
O -0.595 0.150 -1.908 -0.33
N 0.337 -1.274 -0.182 -0.19
C 1.191 -2.244 0.298 -0.69
S 1.128 -3.937 -0.146 1.05
C 2.385 -4.261 0.995 -0.40
C 2.731 -3.117 1.622 -0.24
N 2.062 -1.988 1.226 0.04
H -5.807 -4.257 -0.661 0.09
H -4.914 -5.600 -1.194 0.09
H -4.963 -1.995 -0.849 0.11
H -2.945 -0.570 -1.139 0.10
H -0.725 -3.947 -2.467 0.10
H -2.723 -5.395 -2.179 0.11
H 2.784 -5.255 1.107 0.06
H 3.481 -3.032 2.395 0.11
```

Output
**Gap between HOMO and LUMO**: 0.3103 Ha
**E_HOMO**: -8.3 eV
**Calculated total energy**: -5137.54965 Ha
**ΔE to the lowest compared entry with this formula, charge and spin**: 0.0 kJ/mol
**Strongest force on any atom**: 0.84 eV Å⁻¹

***

[6]
2 unconnected molecules or ions with the total composition C4H14N2 in a non-equilibrium geometry, computed with ωB97M-V/def2-TZVPD.

```
20
Properties=species:S:1:pos:R:3:lowdin_charge:R:1
C 2.774 -1.386 0.873 -0.17
N 2.902 -0.606 2.100 -0.21
C 3.357 0.837 1.818 -0.11
H 2.658 -0.737 -0.005 0.06
H 1.926 -2.083 0.971 0.08
H 3.681 -2.011 0.831 0.07
H 2.046 -0.491 2.623 0.07
H 4.275 0.743 1.236 0.07
H 2.550 1.140 1.116 0.07
H 3.464 1.303 2.800 0.07
C -2.805 0.168 -0.177 -0.14
N -2.933 -0.304 -1.585 -0.20
C -3.348 0.632 -2.647 -0.14
H -3.683 0.763 0.120 0.07
H -1.962 0.845 -0.023 0.06
H -2.692 -0.704 0.464 0.07
H -2.024 -0.672 -1.826 0.08
H -2.768 0.266 -3.477 0.07
H -4.421 0.648 -2.792 0.07
H -2.998 1.650 -2.419 0.07
```

Output
**Gap between HOMO and LUMO**: 0.3455 Ha
**E_HOMO**: -8.7 eV
**Calculated total energy**: -270.23944 Ha
**ΔE to the lowest compared entry with this formula, charge and spin**: 147.4 kJ/mol
**Strongest force on any atom**: 3.40 eV Å⁻¹
**SMILES string**: CNC.CNC